No. 1
86
Properties=species:S:1:pos:R:3:mulliken_charge:R:1 method="wB97M-V/def2-TZVPD" e_lumo_ev="-1.6056 / -1.6150" homo_lumo_gap_ha="0.2018 / 0.2024" e_above_lowest_kj_mol=190.5
W -0.11082 0.13934 0.38792 1.9236
C 3.31843 -1.63449 -1.87337 -1.8472
C 2.38942 -1.18126 -0.79380 1.1263
N 1.31878 -0.40033 -1.05158 1.4990
N 1.11676 -0.02279 -2.34176 -1.3458
C 0.04085 0.71946 -2.42806 0.2533
O -0.60276 1.00512 -1.30880 -0.4962
C -0.51031 1.12013 -3.70886 0.4037
C -1.59834 1.99714 -3.73780 -0.0855
C -2.22289 2.28845 -4.93260 -0.7976
C -1.78193 1.70032 -6.10921 -0.4837
C -0.69849 0.83296 -6.08661 -0.6943
C -0.06037 0.54141 -4.89922 -0.6470
C 2.57938 -1.45967 0.57498 0.2044
C 3.52224 -2.38661 1.07013 -1.0916
C 3.66449 -2.56037 2.42322 -0.6422
C 2.91373 -1.75249 3.28264 -1.1309
C 1.99765 -0.86978 2.74682 -0.2362
N 1.76188 -0.74046 1.42718 0.0170
H 2.94487 -1.25412 -2.81937 0.2688
H 3.37218 -2.72060 -1.91360 0.4207
H 4.32181 -1.25011 -1.69572 0.5024
H -1.93145 2.43207 -2.80648 0.5562
H -3.06862 2.95915 -4.94443 0.4422
H -2.28912 1.90264 -7.04039 0.4135
H -0.36722 0.36291 -7.00042 0.4410
H 0.76899 -0.14672 -4.86675 0.4473
H 4.09774 -2.96912 0.37130 0.4659
H 4.35156 -3.29435 2.81484 0.4520
H 3.04081 -1.80401 4.35112 0.5358
H 1.43458 -0.23107 3.41309 0.7244
N -5.90393 -0.54219 6.34122 -0.5120
C -4.75798 -0.16164 5.69875 0.9998
C -3.64912 0.28397 6.43314 -0.7891
C -2.47705 0.62158 5.78943 -0.6808
C -2.39701 0.51627 4.41368 -0.4442
C -3.47126 0.06169 3.67155 0.2597
C -4.64810 -0.27577 4.30620 -1.1758
S -0.89369 0.96417 3.60783 1.5124
O -1.02902 2.19147 2.85831 -0.6946
O 0.19862 0.92067 4.54178 -0.8327
N -0.66350 -0.11133 2.38132 -0.1372
C -0.75335 -1.45409 2.34071 0.1867
N -0.87010 -2.25336 3.36277 -0.4989
C -0.81734 -3.57908 3.10973 -0.8683
C -0.62711 -4.06683 1.82530 -0.9978
C -0.55218 -3.16887 0.77913 -0.0302
N -0.63287 -1.81763 0.99127 0.5299
H -6.02546 -0.24509 7.29384 0.2083
H -6.74237 -0.64395 5.79320 0.2290
H -3.71570 0.35799 7.50880 0.3211
H -1.60948 0.96536 6.32800 0.5540
H -3.38032 -0.02429 2.59960 0.3493
H -5.49096 -0.62248 3.72603 0.3399
H -0.92341 -4.22173 3.96739 0.5037
H -0.55271 -5.12690 1.63969 0.4895
H -0.44655 -3.49411 -0.24627 0.3250
S 2.65908 3.03829 2.54894 -0.4393
C 1.66428 2.32311 1.58631 0.8336
N 0.93211 1.80539 0.78887 -0.9445
N -3.50612 -0.55435 -1.10162 -0.0521
C -2.63471 -1.07144 -1.96791 0.3354
N -1.43798 -1.49119 -1.66662 0.0309
C -0.88466 -2.17201 -2.74129 -0.4049
C 0.30825 -2.88832 -2.76011 0.4797
C 0.70107 -3.53547 -3.91737 -1.2299
C -0.07022 -3.48633 -5.07289 -0.8620
C -1.27241 -2.80810 -5.07570 -0.2999
C -1.66771 -2.17582 -3.91305 0.9756
S -3.16711 -1.34134 -3.62495 -0.3820
H -3.14668 -0.24190 -0.19936 -0.7230
H -4.33686 -0.10541 -1.44954 0.3844
H 0.91223 -2.94656 -1.86885 0.3022
H 1.61617 -4.11016 -3.92635 0.4368
H 0.25249 -4.00381 -5.96218 0.4028
H -1.90708 -2.78550 -5.94676 0.4704
N -1.72487 3.13004 0.08581 0.0034
C -2.55355 2.13778 0.50420 0.4476
O -2.07278 0.93693 0.65170 0.7396
C -3.91588 2.39424 0.67026 0.9962
C -4.83611 1.38827 0.97170 -0.5314
N -5.61237 0.56402 1.18704 -0.7596
C -4.44613 3.68026 0.52308 -0.8764
N -4.89853 4.72972 0.39079 -0.6102
H -0.73535 2.99389 0.28047 0.2167
H -2.07407 4.07681 0.13479 0.3137

***

No. 2
78
Properties=species:S:1:pos:R:3:mulliken_charge:R:1 method="wB97M-V/def2-TZVPD" e_lumo_ev=4.1584 homo_lumo_gap_ha=0.1990 charge=-2
Sc -0.52881 1.60508 -0.86405 0.1507
N -1.60012 4.69685 -3.53738 -0.4863
C -1.60253 4.03983 -2.32604 0.2957
S -2.55176 2.60695 -2.19166 -0.4881
N -0.85765 4.59496 -1.39845 -1.4527
N -0.85313 3.88345 -0.22004 1.1506
C -0.43799 4.50346 0.81179 -0.9602
C -0.34909 3.89321 2.14668 0.9448
C 0.65157 4.37033 2.99538 -0.7885
C 0.84160 3.83768 4.25856 -0.7580
C -0.00232 2.83220 4.71269 -0.6400
C -1.03311 2.38333 3.90215 -0.3466
C -1.21646 2.89177 2.61879 0.9373
O -1.65029 1.11734 1.09104 0.0256
H -1.78525 4.06606 -4.30280 0.2991
H -0.75584 5.23625 -3.67306 0.2883
H -0.11115 5.53931 0.70506 0.3128
H 1.31267 5.14931 2.63114 0.4010
H 1.64911 4.20000 4.88341 0.3756
H 0.14264 2.39840 5.69493 0.3949
H -1.72866 1.63166 4.25753 0.3281
O -1.16234 -0.23288 -1.79172 -0.7675
C -0.43643 -0.52849 -0.82349 0.8318
C -0.13530 -1.89966 -0.38654 -0.9092
C -0.27154 -3.01618 -1.19910 -0.2544
C 0.11765 -4.26306 -0.72810 -0.6379
C 0.63111 -4.37814 0.55687 -0.7702
C 0.77278 -3.25773 1.37415 -0.5362
C 0.39757 -2.00451 0.91084 0.4946
P 0.49420 -0.37220 1.79725 0.7304
C 1.04756 -0.92860 3.47071 0.3990
C 0.30617 -0.86142 4.65061 -0.2455
C 0.87576 -1.20667 5.87183 -0.6971
C 2.19311 -1.63426 5.94279 -0.4537
C 2.94940 -1.69736 4.77843 -0.5970
C 2.38459 -1.33330 3.56534 -0.3775
C -1.25023 0.01381 1.88459 0.7902
C -2.28494 2.29628 1.74887 0.2929
C -3.60439 2.02771 2.37518 -1.4654
C -4.07595 0.87745 2.91439 -0.3235
C -3.44242 -0.38578 3.06080 -1.0488
C -2.15689 -0.70066 2.63241 -0.5933
H -0.67578 -2.88698 -2.19676 0.6783
H 0.02155 -5.14066 -1.35642 0.2871
H 0.92578 -5.35180 0.93236 0.3904
H 1.17306 -3.37533 2.37403 0.3713
H -0.72215 -0.52656 4.61438 0.1924
H 0.27848 -1.14120 6.77450 0.3939
H 2.63141 -1.90522 6.89623 0.3566
H 3.98529 -2.01366 4.81668 0.3707
H 2.99003 -1.35140 2.66454 0.4238
H -2.47649 2.96360 0.91400 0.4343
H -4.29657 2.85830 2.28053 0.3151
H -5.10007 0.92781 3.28011 0.3066
H -3.99753 -1.16353 3.57309 0.2929
H -1.76603 -1.65882 2.97425 0.5148
C 1.57782 2.21046 -0.45401 -1.3103
H 1.72808 2.30307 0.62951 0.3109
H 1.80846 3.17275 -0.92714 0.4142
H 2.29468 1.47363 -0.83408 0.3014
S 3.77748 -1.32928 -7.31315 -0.4703
C 2.68521 -0.57823 -6.28871 0.2871
S 2.86385 1.06511 -5.77697 -0.1686
C 1.42074 0.95955 -4.74440 0.1951
N 0.87480 -0.21721 -4.83258 -0.7596
N 1.57925 -1.05982 -5.68534 0.4996
C 1.05861 -2.38284 -5.74368 -0.1564
C 1.17662 -3.18035 -6.87613 -0.4467
C 0.63384 -4.45808 -6.87274 -0.5891
C -0.02876 -4.94663 -5.75720 -0.6552
C -0.15691 -4.13747 -4.63572 -0.1395
C 0.37808 -2.86052 -4.62425 0.0732
S 0.91324 2.27320 -3.81522 -0.3874
H 1.69260 -2.80323 -7.74385 0.2952
H 0.73082 -5.07339 -7.75926 0.3397
H -0.44836 -5.94542 -5.76268 0.3689
H -0.68057 -4.49875 -3.75906 0.2856
H 0.26650 -2.21287 -3.76659 0.5385

***

No. 3
75
Properties=species:S:1:pos:R:3:mulliken_charge:R:1 method="wB97M-V/def2-TZVPD" e_lumo_ev="-9.9191 / -11.5023" homo_lumo_gap_ha="0.1856 / 0.1929" charge=+3 multiplicity=5
Os -1.17767 0.67870 -0.36298 0.5937
Te 1.59564 -2.90435 1.56814 0.6682
C 2.60201 -1.26613 2.48035 0.1600
C 3.52425 -1.64835 3.48058 -0.4450
C 4.23348 -0.69581 4.13610 -0.5825
N 3.95872 0.59962 3.94336 -0.5055
C 3.12927 0.99825 3.02441 -0.3472
C 2.45843 0.07547 2.23140 1.3156
C 0.33829 -1.56843 0.74207 -0.6862
P 0.56646 -0.77260 -0.95697 0.7905
C 2.26465 -0.31388 -1.13419 1.9996
C 3.31385 -1.25607 -1.08846 -0.2047
C 4.50527 -1.01379 -1.75086 -0.8242
C 4.73733 0.22325 -2.36938 -0.7016
C 3.75749 1.18983 -2.40450 -0.8262
C 2.50690 0.90351 -1.79510 -0.4529
C 0.24899 -1.92627 -2.30132 1.1002
C -0.86314 -2.75132 -2.05443 -0.6539
C -1.04046 -3.90989 -2.87316 -0.9003
C -0.24905 -4.13383 -4.03247 -0.6715
C 0.74989 -3.16386 -4.31828 -0.6928
C 1.09300 -2.18775 -3.39017 -0.4418
P -1.05156 -0.77231 1.38263 0.2957
C -0.61858 2.21499 0.75909 0.3942
C 0.65794 2.84141 0.79782 0.3478
C 0.79963 4.03897 1.47736 -0.8076
C -0.28253 4.55065 2.20290 -0.5486
C -1.56100 4.03374 2.05462 -0.7651
C -1.71874 2.79995 1.45439 -0.1561
C -1.49267 -0.98166 3.05922 0.4792
C -2.33153 -2.09672 3.33910 -0.6871
C -3.26270 -1.98781 4.35700 -0.7330
C -3.13126 -0.94403 5.33325 -0.4466
C -2.05793 -0.06822 5.24398 -0.5962
C -1.23778 -0.09729 4.09770 -0.3042
H 3.71562 -2.71754 3.73858 0.3451
H 4.99553 -0.96098 4.84213 0.4423
H 2.83614 2.06655 2.97947 0.3862
H 1.74324 0.42643 1.46801 -0.7289
H 3.16421 -2.22613 -0.62499 0.0612
H 5.24482 -1.82234 -1.85832 0.4431
H 5.69698 0.37515 -2.79033 0.4870
H 3.94841 2.11619 -2.95529 0.4520
H 1.70540 1.63892 -1.80459 0.1066
H -1.47607 -2.54207 -1.20491 0.4783
H -1.86907 -4.60795 -2.61718 0.3914
H -0.40479 -4.98367 -4.64112 0.4804
H 1.19643 -3.15290 -5.29816 0.4663
H 2.01314 -1.59066 -3.52684 0.2847
H 1.48959 2.27300 0.36301 0.4202
H 1.69418 4.66193 1.41671 0.4922
H -0.12717 5.39317 2.88978 0.4510
H -2.40728 4.46263 2.55646 0.4812
H -2.70034 2.28523 1.40284 0.3570
H -2.34904 -2.89307 2.59034 0.5094
H -4.05055 -2.73333 4.48866 0.4351
H -3.82646 -0.89028 6.16007 0.4594
H -1.72400 0.65112 6.01314 0.4156
H -0.51973 0.68742 3.95133 0.4960
N -4.75624 -1.14862 -1.82274 0.0654
C -3.91324 -1.01247 -0.76612 -0.4029
N -2.94539 -0.22268 -1.11877 -0.0427
C -3.26815 0.19174 -2.39502 0.3498
N -4.34000 -0.42521 -2.88483 -0.5710
C -2.47129 1.20550 -2.99679 0.3151
C -2.72183 1.64111 -4.29396 -0.5037
N -1.97205 2.50352 -4.88157 -0.4948
C -0.95476 3.02329 -4.14620 -0.4793
C -0.70446 2.70181 -2.86292 -0.2108
N -1.44378 1.71029 -2.25558 0.0412
H -5.65538 -1.60989 -1.84416 0.2161
H -4.04081 -1.48001 0.19090 0.5981
H -3.52845 1.22798 -4.83410 0.5716
H -0.33580 3.80549 -4.61578 0.3748
H 0.09755 3.28337 -2.34434 0.3967